Formula: C4H7NO2
Source: the OMol25 dataset
Level of theory: ωB97M-V/def2-TZVPD

```
! RIJCOSX wB97M-V def2-TZVPD def2/J DEFGRID3
* xyz 0 1
N -1.634 -0.058 0.799
C -1.215 1.127 0.288
O -1.671 2.213 0.599
C -0.085 0.987 -0.726
C 1.157 0.287 -0.152
C 1.216 -1.167 -0.188
O 0.241 -1.893 -0.249
H -2.374 -0.050 1.482
H -1.222 -0.930 0.480
H 0.137 2.000 -1.084
H -0.463 0.401 -1.581
H 2.094 0.802 -0.412
H 1.172 -0.105 1.001
H 2.242 -1.525 0.013
*
```

Results
DFT total energy ... -9845.9634 eV
E_LUMO ... 0.68 eV
SMILES ... NC(=O)CCC=O
ΔE to the lowest compared entry with this formula, charge and spin ... 127.0 kJ/mol
Highest occupied orbital energy ... -9.67 eV
Frontier orbital gap ... 10.4 eV


Formula: C2H5NO2
Source: the OMol25 dataset
Level of theory: ωB97M-V/def2-TZVPD

```
! RIJCOSX wB97M-V def2-TZVPD def2/J DEFGRID3
* xyz 0 1
O 2.076 -1.280 0.042
C 1.138 -0.365 0.019
N 0.003 -0.434 -0.472
C -0.995 0.583 -0.298
O -2.130 0.059 0.330
H 2.647 -0.701 0.721
H 1.518 0.518 0.756
H -0.651 1.418 0.330
H -1.237 0.961 -1.303
H -2.369 -0.757 -0.125
*
```

Results
DFT total energy ... -7738.5259 eV
E_LUMO ... 0.49 eV
SMILES ... O/C=N/CO
ΔE to the lowest compared entry with this formula, charge and spin ... 214.7 kJ/mol
Highest occupied orbital energy ... -10.05 eV
Frontier orbital gap ... 10.5 eV


Formula: C6H34O14
Source: the OMol25 dataset
Level of theory: ωB97M-V/def2-TZVPD

```
! RIJCOSX wB97M-V def2-TZVPD def2/J DEFGRID3
* xyz 0 1
O 3.885 2.271 -2.059
C 2.534 2.182 -2.483
C 2.310 0.909 -3.283
O 2.765 -0.233 -2.612
H 4.379 2.852 -2.642
H 1.878 2.220 -1.607
H 2.207 3.071 -3.038
H 2.769 1.029 -4.271
H 1.230 0.833 -3.461
H 3.339 0.023 -1.880
O -1.448 1.345 -0.659
C -1.336 -0.034 -0.188
C 0.049 -0.575 -0.462
O 0.163 -0.959 -1.822
H -1.692 1.235 -1.591
H -1.526 0.001 0.882
H -2.113 -0.611 -0.688
H 0.286 -1.390 0.226
H 0.735 0.261 -0.279
H 1.093 -1.166 -1.998
O 2.783 -4.263 4.783
C 2.841 -3.126 3.900
C 1.452 -2.676 3.512
O 1.011 -1.651 4.384
H 3.541 -4.817 4.584
H 3.398 -2.324 4.388
H 3.394 -3.391 2.993
H 0.739 -3.501 3.450
H 1.542 -2.248 2.497
H 0.126 -1.365 4.096
O -3.276 3.815 0.062
H -2.586 3.557 -0.557
H -2.946 3.508 0.910
O -1.854 1.698 -3.474
H -2.631 1.804 -4.029
H -1.181 2.255 -3.876
O -1.525 -0.825 3.592
H -1.855 0.076 3.601
H -2.090 -1.310 2.960
O -3.066 -2.107 1.704
H -3.479 -1.682 0.935
H -3.665 -2.818 1.947
O 0.399 2.992 0.587
H 0.178 2.817 1.506
H -0.201 2.435 0.061
O 2.957 1.685 0.104
H 2.121 2.173 0.066
H 3.585 2.229 -0.382
O -4.717 -0.707 -0.144
H -5.227 -0.945 -0.924
H -4.862 0.237 -0.020
O -2.184 -1.978 -3.032
H -2.818 -1.386 -3.443
H -1.411 -1.425 -2.829
*
```

Results
DFT total energy ... -35437.5883 eV
E_LUMO ... -0.32 eV
SMILES ... OCCO.OCCO.OCCO.O.O.O.O.O.O.O.O
ΔE to the lowest compared entry with this formula, charge and spin ... 153.7 kJ/mol
Highest occupied orbital energy ... -9.13 eV
Frontier orbital gap ... 8.8 eV


Formula: C6H10O
Source: the OMol25 dataset
Level of theory: ωB97M-V/def2-TZVPD

```
! RIJCOSX wB97M-V def2-TZVPD def2/J DEFGRID3
* xyz 0 1
C -1.236 -0.247 0.196
C -0.541 -1.268 -0.679
O 0.775 -1.278 -0.671
C 1.550 -0.556 0.309
C 1.483 0.944 0.153
C 0.409 1.661 -0.178
C -0.988 1.142 -0.409
H -0.918 -0.224 1.247
H -2.307 -0.481 0.189
H -1.121 -2.789 0.356
H -1.062 -2.462 -0.496
H 1.242 -0.894 1.306
H 2.576 -0.898 0.147
H 2.430 1.463 0.299
H 0.537 2.736 -0.305
H -1.206 1.127 -1.487
H -1.701 1.853 0.026
*
```

Results
DFT total energy ... -8426.6444 eV
E_LUMO ... 0.70 eV
ΔE to the lowest compared entry with this formula, charge and spin ... 443.4 kJ/mol
Highest occupied orbital energy ... -7.83 eV
Frontier orbital gap ... 8.5 eV


Formula: C4H29NO11S2
Source: the OMol25 dataset
Level of theory: ωB97M-V/def2-TZVPD

```
! RIJCOSX wB97M-V def2-TZVPD def2/J DEFGRID3
* xyz 0 1
C -1.266 -1.113 -0.076
N -0.534 0.268 0.055
C 0.129 0.684 -1.182
C 1.635 0.736 -1.283
O 2.148 0.391 -2.329
C -0.301 2.112 -1.597
S 0.570 3.549 -0.596
S 0.236 3.278 1.392
H -0.907 -1.651 -0.964
H -0.786 -1.642 0.779
H -2.288 -0.927 0.043
H 0.076 0.261 0.837
H -0.052 0.031 -2.051
H 2.285 0.906 -0.415
H 0.017 2.206 -2.668
H -1.355 2.442 -1.730
H -1.085 3.726 1.237
O -0.248 -3.844 0.864
H 0.018 -3.964 -0.065
H 0.517 -4.136 1.368
O 2.266 0.262 2.271
H 2.640 0.747 3.015
H 2.919 -0.471 2.180
O 1.628 -2.349 -1.283
H 0.936 -2.848 -1.682
H 1.926 -1.764 -2.133
O -2.606 3.136 2.526
H -3.021 3.104 1.674
H -2.651 2.184 2.785
O -0.266 -3.808 -2.654
H -0.009 -4.621 -2.941
H -0.755 -3.421 -3.225
O 3.412 -2.216 1.683
H 3.033 -2.138 0.857
H 4.200 -2.746 1.658
O -1.761 -0.857 3.420
H -1.761 -0.564 4.312
H -0.960 -0.496 3.025
O 1.189 -1.545 -3.824
H 2.095 -1.787 -4.102
H 1.298 -0.633 -3.872
O -3.023 1.586 -0.080
H -2.811 1.145 0.764
H -2.216 1.284 -0.589
O -3.417 -3.538 0.792
H -3.554 -3.432 1.773
H -2.669 -4.164 0.748
*
```

Results
DFT total energy ... -50299.1066 eV
E_LUMO ... 0.16 eV
SMILES ... CN[C@H](C=O)CSS.O.O.O.O.O.O.O.O.O.O
ΔE to the lowest compared entry with this formula, charge and spin ... 495.8 kJ/mol
Highest occupied orbital energy ... -8.43 eV
Frontier orbital gap ... 8.6 eV


Formula: C48H35N11OPtS
Source: the OMol25 dataset
Level of theory: ωB97M-V/def2-TZVPD

```
! RIJCOSX wB97M-V def2-TZVPD def2/J DEFGRID3
* xyz 2 1
Pt 0.459 1.459 -0.963
C 5.373 -0.463 2.892
C 5.383 -1.581 2.076
C 4.429 -1.757 1.063
C 3.492 -0.763 0.920
C 2.377 -0.599 -0.020
N 1.750 0.581 0.249
C 2.364 1.198 1.288
N 2.033 2.344 1.863
C 1.135 3.169 1.370
C 0.709 4.409 2.032
C 1.045 4.958 3.245
C 0.443 6.182 3.571
C -0.437 6.808 2.704
C -0.764 6.244 1.462
C -0.179 5.039 1.157
C -0.279 4.174 -0.024
N -0.962 4.484 -1.110
C -1.122 3.670 -2.133
N -0.836 2.337 -2.181
C -1.174 1.843 -3.400
N -1.045 0.601 -3.832
C -0.338 -0.317 -3.207
N 0.453 -0.144 -2.112
C 1.121 -1.295 -1.843
N 2.053 -1.494 -0.929
C 0.698 -2.321 -2.803
C 1.067 -3.635 -2.952
C 0.460 -4.344 -3.998
C -0.456 -3.740 -4.842
C -0.814 -2.393 -4.690
C -0.224 -1.710 -3.654
C -1.759 2.922 -4.203
C -2.229 2.946 -5.495
C -2.661 4.187 -5.983
C -2.613 5.329 -5.200
C -2.134 5.292 -3.883
C -1.716 4.071 -3.411
N 0.490 3.072 0.174
C 3.482 0.364 1.743
C 4.407 0.543 2.743
H 6.124 -0.363 3.664
H 6.143 -2.336 2.224
H 4.430 -2.633 0.430
H 1.739 4.473 3.917
H 0.672 6.650 4.518
H -0.880 7.752 2.989
H -1.445 6.736 0.782
H 1.789 -4.100 -2.296
H 0.713 -5.385 -4.151
H -0.903 -4.318 -5.640
H -1.524 -1.920 -5.355
H -2.270 2.055 -6.104
H -3.039 4.256 -6.993
H -2.951 6.269 -5.613
H -2.100 6.184 -3.272
H 4.392 1.413 3.385
C 4.824 0.918 -4.146
C 3.630 1.294 -4.741
C 2.713 2.008 -3.986
N 2.908 2.355 -2.715
C 4.066 1.995 -2.162
C 5.049 1.279 -2.826
H 5.569 0.364 -4.702
H 3.417 1.051 -5.773
H 1.771 2.321 -4.430
H 4.222 2.302 -1.131
H 5.971 1.023 -2.323
C -5.277 -1.403 5.662
C -4.131 -0.932 4.777
C -4.234 -1.546 3.390
N -3.223 -1.019 2.473
C -2.326 -1.639 1.727
S -1.470 -0.831 0.519
N -2.111 -2.997 1.913
C -1.821 -3.614 3.137
O -1.808 -2.995 4.174
C -1.550 -5.078 3.057
C -0.974 -5.677 4.175
C -0.705 -7.035 4.171
C -1.015 -7.802 3.056
C -1.601 -7.212 1.944
C -1.869 -5.852 1.943
H -5.219 -0.958 6.654
H -5.252 -2.487 5.788
H -6.246 -1.138 5.235
H -3.170 -1.204 5.211
H -4.151 0.159 4.684
H -5.210 -1.317 2.953
H -4.145 -2.627 3.427
H -3.263 -0.028 2.284
H -1.686 -3.421 1.103
H -0.748 -5.063 5.036
H -0.259 -7.499 5.041
H -0.810 -8.864 3.057
H -1.864 -7.815 1.086
H -2.369 -5.420 1.085
*
```

Results
DFT total energy ... -82855.4808 eV
E_LUMO ... -8.38 eV
ΔE to the lowest compared entry with this formula, charge and spin ... 31.3 kJ/mol
Highest occupied orbital energy ... -12.48 eV
Frontier orbital gap ... 4.1 eV


Formula: C5H13N2OPS2
Source: the OMol25 dataset
Level of theory: ωB97M-V/def2-TZVPD

```
! RIJCOSX wB97M-V def2-TZVPD def2/J DEFGRID3
* xyz 0 1
C -2.418 1.453 -0.078
C -2.316 1.468 -1.605
C -0.349 -1.894 1.293
C -0.003 -1.100 0.038
C 1.430 -1.334 -0.401
N 2.903 2.806 0.216
N -1.558 2.088 0.617
O 2.104 0.823 1.741
P 1.811 1.466 0.439
S -3.630 0.449 0.567
S 2.289 0.115 -1.184
H -1.593 2.137 -2.156
H -3.288 1.399 -1.941
H -1.866 0.414 -1.661
H -1.369 -1.631 1.320
H -0.292 -2.995 0.843
H 0.151 -1.770 2.144
H -0.179 -0.048 0.422
H -0.738 -1.186 -0.785
H 1.997 -1.627 0.520
H 1.552 -2.317 -1.047
H 2.848 3.198 -0.718
H 3.167 3.508 0.939
H -1.374 2.143 1.573
*
```

Results
DFT total energy ... -41379.9034 eV
E_LUMO (alpha / beta) ... -1.29 / -2.73 eV
ΔE to the lowest compared entry with this formula, charge and spin ... 326.6 kJ/mol
Highest occupied orbital energy (alpha / beta) ... -9.22 / -7.98 eV
Frontier orbital gap (alpha / beta) ... 7.9 / 5.3 eV


Formula: C39H105N3O12
Source: the OMol25 dataset
Level of theory: ωB97M-V/def2-TZVPD

```
! RIJCOSX wB97M-V def2-TZVPD def2/J DEFGRID3
* xyz 0 1
C -5.135 -2.364 0.792
O -5.276 -2.291 2.145
C -6.554 -1.985 2.545
C -6.603 -1.961 4.068
C -5.440 -1.054 4.550
N -6.556 -3.225 4.797
H -5.446 -3.282 0.329
H -4.138 -2.081 0.531
H -5.829 -1.709 0.230
H -6.707 -0.948 2.273
H -7.311 -2.708 2.178
H -7.509 -1.519 4.400
H -5.301 -0.108 4.021
H -4.504 -1.577 4.433
H -5.479 -0.818 5.615
H -7.314 -3.855 4.603
H -5.717 -3.748 4.699
C 1.224 -3.757 0.240
O 1.729 -2.902 -0.756
C 1.834 -3.477 -2.044
C 0.986 -2.722 -3.088
C 0.915 -3.479 -4.418
N 1.609 -1.402 -3.351
H 1.426 -3.109 1.069
H 1.900 -4.614 0.400
H 0.186 -4.073 0.159
H 2.844 -3.379 -2.378
H 1.657 -4.554 -1.864
H -0.030 -2.649 -2.675
H 0.689 -4.505 -4.179
H 1.884 -3.448 -4.845
H 0.097 -3.050 -5.032
H 1.243 -0.765 -2.647
H 1.234 -1.017 -4.226
C 3.793 1.639 -2.755
O 2.638 2.189 -3.378
C 2.849 3.456 -3.954
C 3.250 3.278 -5.387
C 3.565 4.659 -5.929
N 2.312 2.648 -6.286
H 4.245 2.356 -2.046
H 4.594 1.484 -3.562
H 3.530 0.749 -2.254
H 1.899 3.991 -3.802
H 3.597 4.058 -3.416
H 4.124 2.589 -5.407
H 2.670 5.164 -6.222
H 4.160 4.637 -6.879
H 4.201 5.267 -5.238
H 1.348 3.006 -6.229
H 2.274 1.723 -6.016
C -3.448 -3.533 -2.626
C -2.801 -4.226 -1.456
C -2.048 -5.471 -1.841
O -1.983 -3.297 -0.744
H -3.954 -2.638 -2.266
H -4.140 -4.248 -3.144
H -2.591 -3.220 -3.258
H -3.656 -4.496 -0.827
H -1.195 -5.133 -2.461
H -2.679 -6.104 -2.414
H -1.579 -5.934 -0.977
H -1.929 -3.659 0.177
C -6.576 1.251 -0.087
C -5.193 1.748 -0.344
C -4.168 1.294 0.768
O -4.845 1.125 -1.604
H -7.318 1.633 -0.748
H -6.990 1.557 0.933
H -6.604 0.152 -0.206
H -5.211 2.846 -0.332
H -4.382 1.738 1.730
H -3.085 1.592 0.563
H -4.154 0.187 0.892
H -4.286 1.736 -2.104
C -2.442 5.252 -3.049
C -2.242 3.745 -3.380
C -1.461 2.978 -2.360
O -3.485 2.960 -3.481
H -2.475 5.447 -1.989
H -3.391 5.593 -3.560
H -1.659 5.800 -3.528
H -1.787 3.712 -4.343
H -2.069 2.999 -1.453
H -0.567 3.576 -1.977
H -1.213 2.019 -2.784
H -3.986 3.170 -4.278
C 5.992 -0.806 -0.954
C 4.951 -1.900 -1.227
C 5.571 -3.186 -1.791
O 4.183 -2.122 -0.013
H 5.517 0.114 -0.560
H 6.448 -0.557 -1.944
H 6.723 -1.259 -0.240
H 4.251 -1.533 -1.966
H 6.339 -3.484 -1.119
H 5.983 -2.941 -2.781
H 4.951 -4.020 -1.839
H 3.306 -2.448 -0.296
C 3.538 2.934 4.235
C 2.095 2.469 3.924
C 1.498 1.834 5.199
O 1.292 3.614 3.624
H 3.619 3.518 5.160
H 3.902 3.453 3.325
H 4.159 2.040 4.392
H 2.134 1.720 3.118
H 2.098 0.987 5.453
H 0.477 1.445 5.116
H 1.457 2.555 6.024
H 0.373 3.229 3.669
C -0.561 -4.526 3.346
C -1.697 -3.480 3.294
C -1.195 -2.068 3.406
O -2.363 -3.693 2.027
H 0.371 -4.316 2.867
H -0.856 -5.510 3.064
H -0.269 -4.656 4.373
H -2.325 -3.615 4.250
H -0.680 -2.009 4.428
H -2.008 -1.357 3.361
H -0.476 -1.858 2.644
H -3.249 -3.339 2.177
C 1.575 5.905 -0.704
C 1.157 5.580 0.716
C -0.343 5.472 0.897
O 1.676 4.256 0.984
H 1.133 5.171 -1.332
H 2.679 5.804 -0.740
H 1.281 6.909 -0.905
H 1.522 6.368 1.432
H -0.776 4.637 0.306
H -0.828 6.426 0.651
H -0.703 5.256 1.948
H 1.552 4.106 1.945
C -0.240 -0.038 -0.160
C 0.720 0.508 0.805
C 2.027 0.853 0.096
O 0.111 1.637 1.351
H -1.196 -0.163 0.290
H -0.024 -1.034 -0.583
H -0.388 0.679 -0.942
H 0.848 -0.049 1.801
H 2.534 -0.075 -0.242
H 2.666 1.445 0.703
H 1.713 1.392 -0.781
H 0.136 2.487 0.800
C 5.368 -0.611 3.039
C 4.479 -1.696 3.513
C 3.017 -1.335 3.635
O 4.625 -2.826 2.661
H 5.076 -0.376 2.028
H 6.328 -0.969 2.943
H 5.339 0.256 3.668
H 4.944 -1.958 4.440
H 2.370 -2.136 4.017
H 2.577 -1.083 2.683
H 2.924 -0.448 4.285
H 4.498 -2.488 1.751
*
```

Results
DFT total energy ... -71182.6109 eV
E_LUMO ... 0.49 eV
SMILES ... COC[C@H](C)N.COC[C@H](C)N.COC[C@H](C)N.CC(C)O.CC(C)O.CC(C)O.CC(C)O.CC(C)O.CC(C)O.CC(C)O.CC(C)O.CC(C)O
ΔE to the lowest compared entry with this formula, charge and spin ... 332.9 kJ/mol
Highest occupied orbital energy ... -9.18 eV
Frontier orbital gap ... 9.7 eV


Formula: C6H12N3
Source: the OMol25 dataset
Level of theory: ωB97M-V/def2-TZVPD

```
! RIJCOSX wB97M-V def2-TZVPD def2/J DEFGRID3
* xyz 1 1
C 1.173 1.515 -0.286
C 0.918 0.053 0.003
C 1.247 -0.952 -1.077
C 1.215 -0.357 1.444
N -0.755 -0.044 -0.035
C -1.554 -0.846 -0.692
C -2.908 -0.539 -0.233
N -2.769 0.413 0.627
N -1.575 0.765 0.701
H 2.201 2.011 -0.258
H 0.886 1.885 -1.308
H 0.706 2.260 0.426
H 0.994 -1.959 -0.570
H 0.505 -0.770 -1.809
H 2.222 -0.979 -1.372
H 0.718 -1.365 1.356
H 2.254 -0.561 1.702
H 0.867 0.386 2.216
H -1.312 -1.468 -1.484
H -3.732 -1.022 -0.644
H -1.300 1.573 1.294
*
```

Results
DFT total energy ... -10877.6925 eV
E_LUMO ... -3.62 eV
SMILES ... CC(C)(C)[n+]1ccn[nH]1
ΔE to the lowest compared entry with this formula, charge and spin ... 349.7 kJ/mol
Highest occupied orbital energy ... -15.13 eV
Frontier orbital gap ... 11.5 eV


Formula: C2H2BrN
Source: the OMol25 dataset
Level of theory: ωB97M-V/def2-TZVPD

```
! RIJCOSX wB97M-V def2-TZVPD def2/J DEFGRID3
* xyz 0 1
C 0.538 0.882 -0.216
C 0.447 -0.001 0.771
N 0.771 1.346 -1.254
Br -0.115 0.345 2.433
H -0.721 -1.101 -0.497
H -0.919 -1.471 -1.238
*
```

Results
DFT total energy ... -73633.5163 eV
E_LUMO (alpha / beta) ... -2.40 / -2.34 eV
ΔE to the lowest compared entry with this formula, charge and spin ... 449.3 kJ/mol
Highest occupied orbital energy (alpha / beta) ... -9.56 / -9.50 eV
Frontier orbital gap (alpha / beta) ... 7.2 / 7.2 eV


Formula: C4H8N2O
Source: the OMol25 dataset
Level of theory: ωB97M-V/def2-TZVPD

```
! RIJCOSX wB97M-V def2-TZVPD def2/J DEFGRID3
* xyz 0 1
H -1.031 0.628 2.783
N -1.211 0.745 1.849
C -0.440 0.182 1.048
C -0.732 0.244 -0.424
C 0.087 -0.448 -1.246
C -0.196 -0.644 -2.711
O 0.752 -0.395 1.423
N 1.513 0.215 2.406
H -1.746 0.749 -0.555
H 0.992 -0.821 -0.789
H -1.191 -0.394 -2.891
H 0.464 0.088 -3.321
H 0.208 -1.553 -3.030
H 0.877 0.197 3.290
H 1.653 1.208 2.167
*
```

Results
DFT total energy ... -9302.2110 eV
E_LUMO ... 0.93 eV
SMILES ... [H]/N=C(/C=C/C)ON
ΔE to the lowest compared entry with this formula, charge and spin ... 403.5 kJ/mol
Highest occupied orbital energy ... -9.46 eV
Frontier orbital gap ... 10.4 eV